1.
C18H21F5N3OPbSSi | wB97M-V/def2-TZVPD

Structure (XYZ):
```
51
Properties=species:S:1:pos:R:3:forces:R:3
Pb 1.320450 0.042925 -0.903312 0.1 -0.1 0.0
N 2.347945 0.885202 -5.273314 0.0 0.0 0.0
C 2.739672 0.954057 -3.961903 -0.1 -0.1 0.0
O 3.325344 0.025469 -3.430550 0.0 0.0 0.0
C 2.376947 2.220775 -3.229177 -0.1 0.1 0.1
C 1.169343 1.989700 -2.297476 0.0 0.1 -0.1
H 2.380953 -0.022108 -5.706444 0.0 0.0 0.0
H 1.667318 1.538196 -5.618069 0.0 0.0 0.0
H 2.177416 3.016915 -3.957039 0.0 0.0 0.0
H 3.257933 2.518417 -2.657401 0.0 0.0 0.0
H 0.275857 1.849465 -2.914943 0.0 -0.1 0.1
H 1.000790 2.898068 -1.711565 0.0 -0.1 0.1
C 3.027404 3.430338 0.204565 -0.1 -0.1 0.0
C 2.025093 2.920867 1.209249 0.0 -0.1 0.0
C 1.697190 3.668116 2.325595 0.0 0.0 0.0
C 0.766831 3.129087 3.226327 0.0 0.0 -0.1
C 0.223236 1.892822 3.010987 0.0 0.0 0.0
C 0.602342 1.141577 1.850819 0.0 0.0 -0.1
N 1.491975 1.717369 0.975589 0.0 0.2 0.1
N 0.173454 -0.057162 1.508863 0.2 0.3 -0.1
Si -0.797616 -1.140810 2.382389 -0.1 -0.2 0.1
C -0.213282 -1.382080 4.175633 0.1 0.1 0.1
C -0.679682 -2.813777 1.545872 0.0 -0.1 -0.1
C -2.609920 -0.646333 2.452924 -0.1 0.1 -0.1
H 3.915883 3.810434 0.709797 0.0 0.0 0.0
H 2.603933 4.242233 -0.390721 0.0 0.0 0.0
H 3.319059 2.627935 -0.470829 0.0 0.0 0.0
H 2.148521 4.637921 2.490467 0.0 0.0 0.0
H 0.478472 3.702415 4.101068 0.0 0.0 0.0
H -0.504788 1.465984 3.690386 0.0 0.0 0.0
H 0.710488 -0.825834 4.366965 -0.1 -0.1 0.0
H -0.011565 -2.439995 4.373071 0.0 0.1 0.0
H -0.961501 -1.043183 4.900667 0.1 0.0 0.0
H 0.358977 -3.159798 1.528770 -0.1 0.0 0.0
H -1.035398 -2.768158 0.510321 0.1 0.0 0.3
H -1.282483 -3.558596 2.078060 0.1 0.0 0.0
H -2.761140 0.208412 3.120646 0.0 0.0 0.0
H -3.234037 -1.471366 2.813407 0.0 0.0 0.0
H -2.961017 -0.355569 1.457235 0.0 0.0 0.1
F -3.613813 -5.454425 -1.486319 0.0 -0.1 0.0
C -3.094269 -4.219953 -1.513019 0.0 0.0 0.0
C -3.855646 -3.128536 -1.145670 0.0 0.0 0.1
F -5.126118 -3.313945 -0.759417 0.0 0.0 0.0
C -3.309666 -1.859976 -1.172476 0.0 0.0 0.0
F -4.104782 -0.848940 -0.804362 0.0 0.0 0.0
C -1.991620 -1.606646 -1.565618 -0.1 0.0 0.1
S -1.352542 0.008050 -1.604182 -0.1 0.1 -0.2
C -1.264218 -2.737847 -1.930710 0.0 0.0 -0.1
F 0.009998 -2.609097 -2.324010 0.1 0.0 0.0
C -1.789905 -4.014959 -1.909263 0.1 0.0 -0.1
F -1.037815 -5.063655 -2.271884 0.0 0.0 0.0
```
Positions in Å, forces in eV/Å.

As for the HOMO-LUMO gap: 7.18 eV. The value obtained for the total energy is -2318.01503 a.u. The HOMO energy comes out at -4.36 eV. As for the spin multiplicity: 1. The value obtained for the LUMO energy is 2.8 eV. The max |F| is 0.397 eV/Å. The total charge is -1.



2.
C10H14N2O6ReS | wB97M-V/def2-TZVPD

Structure (XYZ):
```
34
Properties=species:S:1:pos:R:3:forces:R:3
Re -0.875299 0.432731 -0.032853 0.2 0.0 0.2
C -1.886258 2.872966 1.714263 -0.1 0.1 0.1
O -1.207183 2.360667 0.499011 0.0 -0.1 0.0
C -0.316536 3.279065 -0.209527 0.0 0.1 0.0
C 1.086414 2.829683 0.090274 0.0 0.0 0.0
O 1.103326 1.389652 -0.119764 -0.1 0.0 -0.1
C 2.329158 0.788745 0.407940 0.1 0.0 0.0
H -2.374031 3.801822 1.432769 0.0 0.0 0.0
H -1.142099 3.021238 2.492529 0.0 0.0 0.0
H -2.619839 2.127987 2.005292 0.0 0.0 0.0
H -0.504251 4.296072 0.128409 0.0 0.0 0.0
H -0.567210 3.206508 -1.269741 0.0 0.0 0.0
H 1.360996 3.027008 1.128011 0.0 0.0 0.0
H 1.804402 3.300200 -0.581221 0.0 0.0 0.0
H 3.175821 1.372144 0.054339 0.0 0.0 0.0
H 2.392467 -0.220624 0.017278 0.0 0.0 0.0
H 2.285051 0.783148 1.496016 0.0 0.0 0.0
O -2.643188 -0.128350 -0.159320 0.0 0.0 0.0
S -2.856645 -0.780735 1.354439 -0.1 -0.1 0.0
O -3.805045 -0.018269 2.060725 0.0 0.0 0.0
O -1.356556 -0.271477 1.697078 0.0 0.1 -0.2
O -2.867507 -2.185291 1.235458 0.0 0.0 0.0
N 2.049916 -5.855428 -2.530871 0.0 0.0 0.0
C 1.620455 -4.877312 -2.109601 0.0 0.0 0.0
C 1.095007 -3.652777 -1.587572 0.0 0.0 0.0
C 0.955392 -2.538983 -2.423761 0.0 0.0 0.0
C 0.452727 -1.383458 -1.889261 0.0 0.0 0.0
N 0.087463 -1.292472 -0.582688 -0.1 0.1 0.0
C 0.220975 -2.373847 0.227930 0.0 0.0 0.0
C 0.722611 -3.560543 -0.245452 0.0 0.0 0.0
H 1.231511 -2.584710 -3.467710 0.0 0.0 0.0
H 0.326715 -0.498436 -2.504823 0.0 0.0 0.0
H -0.094530 -2.257983 1.254340 0.0 0.0 0.0
H 0.815766 -4.408941 0.418067 0.0 0.0 0.0
```
Positions in Å, forces in eV/Å.

As for the HOMO-LUMO gap (spin up / spin down): 7.53 / 7.48 eV. The value obtained for the total energy is -1426.14902 a.u. The HOMO energy (spin up / spin down) comes out at -17.32 / -16.98 eV. As for the spin multiplicity: 2. The value obtained for the LUMO energy (spin up / spin down) is -9.8 / -9.5 eV. The max |F| is 0.302 eV/Å. The total charge is +2.



3.
C19H24N4O3S | wB97M-V/def2-TZVPD

Structure (XYZ):
```
51
Properties=species:S:1:pos:R:3:forces:R:3
C 4.143570 1.082825 -0.954445 -2.4 -1.3 -4.6
H 3.159690 1.512369 -1.553242 2.4 -0.6 2.0
O 3.992184 -0.364166 -0.995951 7.8 3.6 -4.8
C 3.149073 -0.973699 -0.358290 -2.1 -5.4 1.1
C 2.153894 -0.236587 0.068778 -4.0 -12.4 4.6
C 1.213949 -1.006882 0.930305 1.9 -0.4 -1.7
C 1.353715 -2.352610 1.107935 -3.3 -3.9 0.3
C 2.228438 -3.181729 0.323152 2.3 3.7 0.3
C 3.276908 -2.492376 -0.326328 -5.4 4.9 3.1
O 4.226772 -3.148023 -0.818422 0.9 -4.3 -2.4
C 5.516068 -2.908346 -0.783422 -0.2 6.8 -4.9
H 5.881602 -2.408534 0.005254 0.8 2.0 3.3
H 5.743758 -1.879859 -1.845752 0.0 -3.0 2.8
H 6.126744 -3.651242 -0.975527 2.3 -4.1 -1.4
O 2.402515 -4.495107 0.346506 -1.0 -0.7 1.6
C 1.545737 -5.230601 1.231359 -5.4 5.1 -3.7
H 1.845617 -6.116415 1.031599 1.8 -6.3 -0.4
H 1.440316 -4.947557 2.245411 0.3 0.6 0.8
H 0.304732 -5.194296 0.634860 3.5 -0.1 2.1
H 0.422580 -2.999809 1.640716 2.6 2.2 -1.3
N 0.049103 -0.459569 1.431533 -1.3 -1.1 4.6
C -0.283811 0.789183 1.577161 -1.9 6.4 -5.1
N -0.347255 1.407703 0.278941 2.4 5.9 6.1
C -0.617084 2.856421 0.230635 5.3 -1.4 -11.1
H -1.261319 3.016088 0.824882 -7.2 3.4 8.9
C -1.786809 3.088801 -1.076935 14.2 -3.7 -1.8
N -2.538549 2.103955 -1.159635 -10.0 -12.9 1.8
C -3.916195 1.932367 -0.375513 8.9 11.6 0.2
N -3.937991 3.244652 0.256046 -5.6 -2.7 0.6
C -5.169530 3.464823 0.886375 1.9 -11.6 -3.9
C -6.207837 2.314907 0.969519 1.6 3.3 0.3
C -5.880194 1.158603 0.238017 -7.1 3.8 6.3
C -4.764821 0.985168 -0.304935 5.0 -4.9 -5.2
H -4.466415 0.145913 -0.910309 -0.5 -0.7 0.1
H -6.555581 0.424448 0.414932 -2.0 -2.5 -0.2
H -7.161935 2.457729 1.646854 2.1 -0.4 -1.8
H -5.372127 4.347028 1.106323 -1.7 7.8 2.7
C -1.945077 0.723567 -1.109015 -1.1 -1.5 -7.0
H -2.128901 0.351158 -2.391764 0.7 0.5 3.3
H -2.398262 -0.238395 -0.615518 0.5 2.7 0.0
C -0.485073 0.883876 -0.905757 2.8 -8.4 -4.5
H 0.032234 -0.346779 -0.699860 -2.0 3.5 -1.7
H 0.171637 1.234504 -1.821726 -1.3 -0.2 2.0
H -1.092408 3.214036 -2.078078 -1.4 -0.2 1.8
H -2.238409 3.848608 -0.966686 -5.5 10.6 1.9
H 0.113775 3.618657 -0.167500 0.0 -1.2 1.5
S -0.930871 1.781356 2.784237 0.9 -2.1 0.8
H -0.289901 -0.621553 2.398242 1.0 -2.6 -0.2
H 1.972928 0.634546 0.174345 -1.2 11.3 0.2
H 4.305073 1.349043 0.030972 0.0 1.1 1.9
H 5.003742 1.281801 -1.620278 -0.4 -0.1 0.6
```
Positions in Å, forces in eV/Å.

As for the HOMO-LUMO gap: 7.73 eV. The value obtained for the total energy is -1580.57726 a.u. The HOMO energy comes out at -7.24 eV. As for the spin multiplicity: 1. The value obtained for the LUMO energy is 0.5 eV. The max |F| is 16.401 eV/Å. The total charge is 0.



4.
C2H4BrClN3 | wB97M-V/def2-TZVPD

Structure (XYZ):
```
11
Properties=species:S:1:pos:R:3:forces:R:3
C 2.463854 -0.081875 0.156310 0.4 1.3 -2.0
C 0.569251 -0.990691 0.615818 -2.1 0.7 2.3
N 1.939001 -0.971269 0.890950 0.1 -0.1 0.0
N 1.483900 0.515465 -0.702867 4.5 2.4 -0.5
N 0.367578 -0.029758 -0.487193 -2.3 -2.4 0.2
Cl -1.318386 2.095371 0.562257 0.0 0.1 -1.5
Br 4.272318 0.248003 -0.009920 -0.5 0.1 0.1
H 0.284534 -2.009475 0.504892 -0.8 -0.8 -0.7
H -0.082384 -0.531088 1.398416 0.5 -0.5 0.1
H 1.580314 1.277712 -1.393214 0.2 -0.6 0.7
H -1.473006 2.340772 -0.740968 0.0 -0.2 1.4
```
Positions in Å, forces in eV/Å.

As for the HOMO-LUMO gap (spin up / spin down): 9.98 / 5.70 eV. The value obtained for the total energy is -3276.63164 a.u. The HOMO energy (spin up / spin down) comes out at -13.69 / -15.28 eV. As for the spin multiplicity: 3. The value obtained for the LUMO energy (spin up / spin down) is -3.7 / -9.6 eV. The max |F| is 5.101 eV/Å. The total charge is +1.



5.
C36H46AsAuBCl3F4GeN4PSi | wB97M-V/def2-TZVPD

Structure (XYZ):
```
99
Properties=species:S:1:pos:R:3:forces:R:3
Au -0.651097 -1.480400 1.454541 -0.2 -0.2 -0.5
C 0.507129 0.455702 4.169385 0.1 0.1 0.0
N 0.778630 0.954661 5.523131 0.0 0.0 0.0
C -0.331411 1.836702 5.903461 0.1 0.0 0.0
N -1.623196 1.152085 5.870679 -0.1 0.0 0.0
C -1.835047 0.659054 4.502407 -0.1 0.0 0.0
N -0.766316 -0.260180 4.093573 -0.1 0.1 -0.1
C -0.723219 -1.377369 5.035881 0.0 -0.1 0.0
N -0.484400 -0.928957 6.412546 0.0 0.0 0.0
C 0.779760 -0.191381 6.433208 0.0 0.0 0.0
C -1.556843 0.004348 6.771138 0.0 0.0 0.0
H 1.307933 -0.228308 3.874150 0.0 0.0 0.0
H 0.474630 1.297502 3.476251 0.0 0.0 0.0
H -0.363205 2.680180 5.210812 0.0 0.0 0.0
H -0.150958 2.211634 6.915529 0.0 0.0 0.0
H -1.863770 1.502740 3.818139 0.0 0.0 -0.1
H -2.792479 0.135236 4.450145 0.0 0.0 0.0
H 0.075158 -2.060830 4.737246 0.0 0.0 0.0
H -1.672740 -1.916243 4.994113 0.0 0.0 0.0
H 1.588262 -0.869061 6.146229 0.0 0.0 0.0
H 0.963845 0.165328 7.451075 0.0 0.0 0.0
H -1.387770 0.359985 7.792262 0.0 0.0 0.0
H -2.510776 -0.527637 6.737405 0.0 0.0 0.0
C -0.171025 0.238262 -2.338387 0.1 0.1 0.1
C -0.442807 0.187977 -3.830597 0.0 0.0 0.0
As 0.476817 1.563481 -4.928367 0.0 -0.1 0.1
C 0.009067 3.121980 -3.847271 0.0 -0.1 0.0
C -1.124514 3.823255 -4.247030 0.0 0.0 -0.1
C -1.619213 4.865849 -3.475959 0.0 0.0 0.0
C -0.979087 5.221359 -2.300325 0.0 0.0 0.0
C 0.162607 4.541430 -1.904546 0.0 0.0 0.1
C 0.656616 3.501077 -2.674650 0.0 -0.1 0.0
C 2.318192 1.269247 -4.337886 -0.1 0.0 0.0
C 2.769897 0.015007 -3.938475 0.0 0.0 0.0
C 4.101358 -0.186360 -3.602661 0.1 0.0 0.0
C 5.001997 0.865054 -3.662675 0.0 0.0 0.0
C 4.565184 2.118642 -4.067177 0.0 0.0 0.0
C 3.235611 2.315595 -4.406130 0.0 0.1 0.0
P -1.014576 -1.005410 -1.275931 0.0 0.0 0.2
C -0.615215 -2.556325 -2.155527 0.0 0.0 0.0
C -1.292904 -3.025393 -3.279805 -0.1 0.0 0.0
C -0.889222 -4.193360 -3.906382 0.0 0.0 0.0
C 0.206044 -4.900220 -3.427184 0.0 0.0 0.0
C 0.890008 -4.438482 -2.314052 0.1 -0.1 0.0
C 0.476387 -3.277481 -1.679194 0.0 0.0 0.1
C -2.779911 -0.733030 -1.621361 0.0 0.0 0.0
C -3.683057 -1.782217 -1.452126 0.0 0.0 0.0
C -5.045151 -1.565629 -1.578787 0.0 0.0 0.0
C -5.525096 -0.294252 -1.859567 0.0 0.0 0.0
C -4.635025 0.758889 -2.002346 0.0 0.0 0.0
C -3.270876 0.543758 -1.884286 0.0 0.0 0.0
H -0.424834 1.211080 -1.909922 0.0 0.0 0.0
H 0.895844 0.099993 -2.137021 -0.1 0.0 0.0
H -1.505858 0.321420 -4.043062 0.0 0.0 0.0
H -0.168377 -0.784099 -4.247234 0.0 0.0 0.0
H -1.632423 3.549631 -5.166685 0.0 0.0 0.0
H -2.514963 5.389009 -3.786786 0.0 0.0 0.0
H -1.387676 6.001444 -1.672937 0.0 0.0 0.0
H 0.644786 4.792371 -0.968709 0.0 0.0 0.0
H 1.535563 2.962804 -2.339439 0.0 0.0 0.0
H 2.082086 -0.821471 -3.874179 0.0 0.0 0.0
H 4.429199 -1.166317 -3.279362 0.0 0.0 0.0
H 6.038815 0.709833 -3.392450 0.0 0.0 0.0
H 5.260481 2.947567 -4.114874 0.0 0.0 0.0
H 2.904994 3.302186 -4.712964 0.0 0.0 0.0
H -2.152250 -2.483202 -3.655797 0.0 0.0 0.0
H -1.433364 -4.554184 -4.770470 0.0 0.0 0.0
H 0.518208 -5.814197 -3.916583 0.0 0.0 0.0
H 1.735556 -4.991056 -1.923699 0.0 0.0 0.0
H 0.987895 -2.940137 -0.783865 0.0 0.0 0.0
H -3.321438 -2.774588 -1.212179 0.0 0.0 0.0
H -5.731474 -2.391755 -1.439647 0.0 0.0 0.0
H -6.590395 -0.121999 -1.947127 0.0 0.0 0.0
H -4.998921 1.761352 -2.189145 0.0 0.0 0.0
H -2.602776 1.392861 -1.946565 0.0 0.0 0.0
Cl -3.667193 -3.041159 3.051319 0.0 0.0 0.0
Si -1.856013 -3.392254 2.065600 0.2 0.1 0.2
Cl -2.374901 -4.716662 0.533089 0.0 0.0 -0.1
Cl -0.815034 -4.654594 3.375444 0.0 0.0 0.0
C 4.107314 -0.681856 2.510280 -0.1 0.0 -0.1
Ge 2.739618 -0.862512 1.097839 0.0 0.0 0.0
C 3.599306 -1.660490 -0.495229 0.0 0.0 0.1
C 2.051601 0.902850 0.608586 0.1 -0.1 0.0
C 1.321752 -2.053802 1.684933 0.2 0.1 0.0
H 5.022761 -0.251512 2.101214 0.0 0.0 0.0
H 4.346904 -1.655112 2.939886 0.0 0.0 0.0
H 3.752601 -0.032333 3.310289 0.0 0.0 0.0
H 4.498842 -1.101960 -0.760939 0.0 0.0 0.0
H 2.917867 -1.627960 -1.346411 0.0 0.0 0.0
H 3.874534 -2.700688 -0.317009 0.0 0.0 0.0
H 2.869685 1.552690 0.288838 0.0 0.0 0.0
H 1.527675 1.385991 1.430044 0.0 0.0 0.1
H 1.341081 0.821794 -0.210557 0.0 0.0 0.0
H 1.540452 -3.043681 2.077319 0.0 0.0 0.0
F -2.905202 2.588579 1.852674 0.0 0.0 0.0
B -1.790759 2.150521 1.145332 0.0 0.0 0.0
F -1.866320 0.729036 0.965401 -0.1 0.1 0.2
F -0.613651 2.438881 1.869135 0.0 0.0 0.0
F -1.735791 2.740176 -0.120981 0.1 0.1 -0.1
```
Positions in Å, forces in eV/Å.

As for the HOMO-LUMO gap (spin up / spin down): 7.34 / 6.37 eV. The value obtained for the total energy is -8502.95844 a.u. The HOMO energy (spin up / spin down) comes out at -4.88 / -5.15 eV. As for the spin multiplicity: 3. The value obtained for the LUMO energy (spin up / spin down) is 2.5 / 1.2 eV. The max |F| is 0.585 eV/Å. The total charge is -1.



6.
C6H16NO | wB97M-V/def2-TZVPD

Structure (XYZ):
```
24
Properties=species:S:1:pos:R:3:forces:R:3
C 0.119769 -1.698990 -1.210984 0.2 -0.9 0.2
C -0.699897 -0.726381 -0.416711 -0.7 3.1 0.5
C -0.487378 -0.603168 1.090524 3.0 -0.7 -0.4
C 1.060594 -0.556058 1.398366 0.1 0.3 -0.2
C 2.590885 0.562370 3.000707 1.1 0.5 -0.8
C 1.415902 0.538845 2.374107 0.5 -0.9 1.7
N -0.460043 0.754081 -0.966447 -0.7 -0.5 -0.4
H -0.654297 -2.420281 -1.429720 0.6 -1.0 -0.5
H 0.657292 -1.443589 -2.125552 -0.9 0.8 -0.3
H 0.980939 -2.123790 -0.686434 -0.7 -0.2 0.6
H -1.787533 -0.812505 -0.546799 0.4 -0.3 -0.5
H -0.799754 0.330676 1.544655 -1.1 -0.1 -0.3
H -0.915098 -1.480625 1.564281 -0.3 0.2 0.2
H 1.737163 -0.446680 0.535951 -0.6 0.2 -0.4
H 1.431540 -1.492602 1.787821 -0.3 -0.4 0.3
H 3.482770 0.036621 2.646964 -0.5 -0.5 -0.2
H 2.924792 1.220200 3.788113 -0.8 0.4 0.2
H 0.615478 1.095486 2.845501 -0.2 0.3 -0.3
H -0.968320 0.900011 -1.849069 0.2 -0.2 -0.2
H 0.526534 0.948132 -1.126282 0.1 0.0 0.1
H -0.853216 1.463793 -0.348168 0.2 -0.1 0.3
H -2.805538 1.547732 -4.573065 0.7 0.2 0.0
H -3.464890 1.149348 -3.348008 -0.1 -0.1 0.6
O -2.585934 1.404663 -3.640058 -0.4 -0.1 -0.3
```
Positions in Å, forces in eV/Å.

As for the HOMO-LUMO gap: 9.64 eV. The value obtained for the total energy is -367.91049 a.u. The HOMO energy comes out at -12.76 eV. As for the spin multiplicity: 1. The value obtained for the LUMO energy is -3.1 eV. The max |F| is 3.230 eV/Å. The total charge is +1.